ORCA calculation (the ωB97M-V functional and the def2-TZVPD basis) on an isolated molecule of C3H9NS2 in a non-equilibrium geometry.

Calculated values
Relative energy (zero: lowest compared OMol25 entry of this formula, charge and spin) in eV: 1.128
Orbital gap in eV: 9.5
SMILES string: C[C@@H](N)CSS
Total energy in eV: -26416.549
HOMO energy in eV: -9.17

Geometry as XYZ:
```
15
C3H9NS2 (the ωB97M-V functional and the def2-TZVPD basis)
C -1.233 0.317 1.236
C -0.472 0.231 -0.115
N -0.692 1.352 -1.030
C 0.982 0.076 0.244
S 2.136 -0.895 -1.095
S 1.406 -2.833 -0.669
H -0.464 0.920 1.856
H -2.184 0.933 1.078
H -1.331 -0.637 1.743
H -0.839 -0.675 -0.668
H 0.142 1.381 -1.615
H -0.658 2.082 -0.465
H 1.366 1.132 0.137
H 1.236 -0.470 1.101
H 0.604 -2.914 -1.739
```